{
  "formula": "C50H66Cl2NP3SiTi",
  "method": "ωB97M-V with the def2-TZVPD basis set",
  "species": ["Ti", "C", "C", "C", "P", "C", "C", "C", "C", "C", "C", "C", "C", "C", "Si", "C", "C", "C", "C", "C", "C", "P", "C", "C", "C", "C", "C", "C", "C", "C", "C", "C", "C", "C", "P", "C", "C", "C", "C", "C", "C", "H", "H", "H", "H", "H", "H", "H", "H", "H", "H", "H", "H", "H", "H", "H", "H", "H", "H", "H", "H", "H", "H", "H", "H", "H", "H", "H", "H", "H", "H", "H", "H", "H", "H", "H", "H", "H", "H", "H", "H", "H", "H", "H", "H", "H", "H", "H", "H", "H", "H", "H", "H", "H", "H", "N", "C", "C", "C", "C", "C", "C", "C", "C", "C", "C", "C", "C", "C", "H", "H", "H", "H", "H", "H", "H", "H", "H", "H", "Cl", "C", "Cl", "H", "H"],
  "xyz": [[-0.203946, -0.098929, -0.189547], [-4.199752, 1.107900, -0.042195], [-3.621076, 1.404429, -1.422502], [-3.977903, 0.318557, -2.442224], [-1.800533, 1.724876, -1.364451], [-1.469193, 2.222256, -3.131176], [-1.378914, 1.025889, -4.113957], [-0.260027, 3.164753, -3.224888], [-1.643206, 3.343098, -0.533501], [-2.562187, 4.368734, -0.777067], [-2.366336, 5.627899, -0.237062], [-1.246554, 5.879789, 0.546877], [-0.331318, 4.867096, 0.786474], [-0.513000, 3.582902, 0.251902], [0.677383, 2.170404, 0.564939], [0.907952, 2.069205, 2.444207], [1.492012, 3.137717, 3.130633], [1.644896, 3.120530, 4.508848], [1.229211, 2.012323, 5.233732], [0.648973, 0.936890, 4.578454], [0.483277, 0.958876, 3.190568], [-0.496611, -0.316626, 2.340184], [-2.201843, -0.010548, 2.996368], [-2.474853, -0.521245, 4.409852], [-2.478608, 1.495040, 2.931034], [0.041072, -2.038468, 2.766840], [-1.016575, -3.024628, 2.271598], [0.452284, -2.343542, 4.205596], [2.357388, 2.420942, -0.241002], [2.751557, 3.644384, -0.784176], [3.988161, 3.785347, -1.405157], [4.842246, 2.698557, -1.492768], [4.469534, 1.469514, -0.960226], [3.230742, 1.316296, -0.345605], [2.695808, -0.202739, 0.541537], [3.933914, -0.193668, 1.967642], [3.516124, -1.117911, 3.112628], [4.356040, 1.171142, 2.501614], [3.257127, -1.829967, -0.201260], [4.565870, -1.829498, -0.990992], [2.189476, -2.614715, -0.972437], [-5.249682, 0.823348, -0.133986], [-4.143271, 1.977125, 0.608997], [-3.673775, 0.281421, 0.435725], [-4.047585, 2.342842, -1.775138], [-3.392441, -0.584593, -2.299114], [-3.836537, 0.660795, -3.466174], [-5.029399, 0.049132, -2.329373], [-2.361279, 2.800273, -3.377866], [-0.459757, 1.086808, -4.701378], [-2.211353, 1.031881, -4.817292], [-1.392799, 0.063833, -3.609222], [0.603042, 2.803684, -2.662198], [-0.500942, 4.159647, -2.852048], [0.043612, 3.261684, -4.268340], [-3.433841, 4.200766, -1.398622], [-3.083197, 6.415990, -0.431333], [-1.091033, 6.864461, 0.970201], [0.529402, 5.081043, 1.408345], [1.865065, 3.994166, 2.578576], [2.097016, 3.964715, 5.015754], [1.355049, 1.982986, 6.309404], [0.326924, 0.086113, 5.160910], [-2.864283, -0.540866, 2.308222], [-1.852654, -0.014188, 5.145882], [-2.340203, -1.596372, 4.511860], [-3.514273, -0.297539, 4.658114], [-1.918592, 2.016939, 3.708495], [-3.540800, 1.678882, 3.101786], [-2.204967, 1.942362, 1.976846], [0.925765, -2.174145, 2.135360], [-1.927089, -2.976045, 2.871601], [-0.627149, -4.041407, 2.348046], [-1.280184, -2.854753, 1.231193], [-0.371735, -2.217774, 4.907862], [1.293491, -1.743438, 4.537762], [0.759422, -3.391692, 4.251965], [2.086604, 4.500038, -0.722073], [4.281609, 4.741227, -1.821293], [5.806623, 2.804307, -1.974491], [5.169235, 0.648010, -1.009336], [4.798894, -0.642319, 1.476576], [2.751597, -0.641447, 3.722204], [4.376992, -1.318349, 3.754138], [3.139585, -2.084820, 2.768873], [3.505551, 1.752650, 2.847757], [4.899110, 1.760594, 1.764713], [5.019298, 1.015242, 3.357372], [3.432872, -2.383931, 0.723235], [4.441071, -1.352731, -1.964170], [4.866536, -2.862648, -1.173122], [5.392015, -1.345102, -0.473516], [2.154298, -2.338535, -2.026670], [1.185847, -2.485476, -0.564439], [2.405323, -3.684052, -0.930153], [-1.128790, -1.325476, -1.149948], [-1.503887, -2.446363, -1.659546], [-2.795277, -3.083819, -1.292872], [-3.340174, -4.078030, -2.109692], [-4.580862, -4.624243, -1.815423], [-5.284473, -4.196034, -0.698993], [-4.754709, -3.201099, 0.117897], [-3.525606, -2.647000, -0.185086], [-0.593783, -3.183187, -2.579770], [-0.125589, -2.613738, -3.760006], [0.755104, -3.316814, -4.568650], [1.201185, -4.576960, -4.185532], [0.737827, -5.147229, -3.006036], [-0.169191, -4.460198, -2.212940], [-2.807803, -4.409301, -2.991400], [-4.997649, -5.387890, -2.459724], [-6.249645, -4.630351, -0.467483], [-5.305863, -2.857680, 0.985705], [-3.126127, -1.856826, 0.430096], [-0.490064, -1.642967, -4.069376], [1.084317, -2.891398, -5.509912], [1.894614, -5.120456, -4.814382], [1.065544, -6.137870, -2.715354], [-0.544479, -4.912301, -1.301150], [1.197176, 0.191266, -2.421747], [2.482852, 0.008305, -3.688318], [2.763406, 1.473103, -4.569900], [2.108333, -0.755251, -4.357181], [3.381952, -0.293809, -3.169070]],
  "forces_ev_per_a": [[0.5, 0.0, 0.0], [0.0, 0.1, 0.0], [0.0, -0.4, 0.1], [-0.1, 0.1, 0.0], [0.2, 0.3, 0.0], [0.4, -0.3, -0.1], [0.0, 0.2, 0.0], [-0.1, 0.1, 0.0], [-0.2, 0.1, 0.0], [0.0, -0.1, 0.0], [0.0, 0.0, 0.0], [0.1, 0.0, 0.0], [-0.1, -0.1, -0.1], [0.1, 0.2, 0.0], [-0.1, 0.2, 0.3], [0.0, -0.1, 0.1], [0.0, 0.0, 0.0], [0.0, 0.0, 0.0], [0.0, 0.0, 0.0], [0.1, 0.0, 0.0], [0.1, 0.0, 0.0], [0.0, 0.2, 0.4], [0.1, 0.0, 0.0], [-0.1, -0.1, 0.0], [-0.1, 0.0, 0.0], [0.1, 0.0, 0.0], [0.0, -0.1, 0.1], [-0.1, -0.1, 0.1], [0.1, -0.1, -0.1], [0.1, -0.1, 0.1], [-0.1, 0.0, 0.0], [0.0, 0.0, -0.1], [0.0, 0.0, 0.1], [-0.1, 0.1, 0.0], [0.0, 0.1, -0.2], [-0.3, -0.1, 0.1], [0.1, 0.0, -0.1], [0.0, 0.0, 0.0], [-0.1, 0.0, -0.3], [0.0, -0.1, 0.0], [0.2, 0.1, 0.1], [0.0, 0.0, 0.0], [0.0, 0.0, 0.1], [0.0, -0.1, 0.0], [0.0, 0.1, 0.0], [0.0, -0.1, 0.0], [0.0, 0.0, 0.1], [0.0, 0.0, 0.0], [-0.1, 0.1, 0.0], [0.0, 0.0, 0.1], [0.1, 0.0, 0.0], [0.0, 0.0, 0.1], [0.0, 0.0, -0.1], [0.0, 0.0, 0.0], [0.0, 0.0, 0.0], [0.0, 0.0, 0.0], [0.0, 0.0, 0.0], [0.0, 0.0, 0.0], [0.0, 0.0, -0.1], [0.0, 0.0, 0.0], [0.0, 0.0, 0.0], [0.0, 0.0, -0.1], [0.0, 0.0, 0.0], [-0.1, 0.0, -0.1], [0.0, 0.0, 0.0], [0.0, 0.0, 0.0], [0.0, 0.0, 0.0], [0.0, 0.0, 0.0], [0.0, 0.0, 0.0], [0.0, 0.0, -0.1], [0.1, 0.0, 0.0], [0.0, 0.0, -0.1], [0.0, 0.0, 0.0], [-0.1, 0.0, -0.1], [0.1, 0.0, 0.0], [0.0, 0.0, 0.0], [0.0, 0.0, 0.0], [0.0, 0.0, 0.0], [0.0, 0.0, 0.0], [0.0, 0.0, 0.0], [0.0, 0.0, 0.0], [0.1, 0.0, -0.1], [0.0, 0.1, 0.0], [0.0, 0.0, 0.0], [0.0, 0.0, 0.0], [0.0, 0.0, 0.0], [0.0, 0.0, 0.0], [0.0, 0.0, -0.1], [0.0, 0.0, 0.1], [0.1, 0.0, 0.1], [0.0, 0.0, 0.0], [0.0, 0.0, 0.0], [0.0, 0.0, 0.0], [-0.1, 0.0, 0.1], [0.1, 0.1, 0.0], [-0.5, -0.8, -0.3], [-0.1, 0.1, 0.5], [0.1, 0.1, -0.1], [0.0, 0.0, 0.0], [0.0, 0.0, 0.0], [0.0, 0.0, 0.0], [0.0, 0.0, 0.0], [-0.1, 0.0, -0.1], [0.0, 0.0, -0.1], [-0.1, 0.0, 0.0], [0.1, 0.0, 0.0], [0.0, 0.0, 0.0], [0.0, 0.0, -0.1], [-0.1, 0.0, 0.0], [0.0, 0.0, 0.0], [0.0, 0.0, 0.0], [0.1, 0.0, 0.0], [0.0, 0.0, -0.1], [0.1, 0.1, 0.1], [0.0, 0.0, 0.0], [0.0, 0.0, 0.0], [0.0, 0.0, 0.0], [0.0, 0.0, 0.0], [0.0, 0.0, 0.0], [-0.1, 0.2, -0.5], [0.2, -0.1, 0.0], [0.0, 0.2, 0.0], [0.0, -0.1, 0.0], [0.0, 0.0, 0.0]],
  "lowdin_charge": [0.45, -0.09, -0.51, -0.08, 1.05, -0.48, -0.13, -0.11, -0.39, -0.07, -0.04, -0.04, -0.07, -0.29, 0.61, -0.30, -0.10, -0.04, -0.04, -0.09, -0.38, 1.03, -0.51, -0.08, -0.10, -0.52, -0.10, -0.09, -0.32, -0.07, -0.05, -0.06, -0.09, -0.43, 1.08, -0.48, -0.10, -0.07, -0.51, -0.09, -0.13, 0.10, 0.07, 0.04, 0.10, 0.05, 0.07, 0.09, 0.11, 0.06, 0.08, 0.01, 0.02, 0.08, 0.08, 0.11, 0.12, 0.12, 0.09, 0.10, 0.12, 0.12, 0.09, 0.08, 0.08, 0.06, 0.10, 0.09, 0.10, 0.05, 0.07, 0.08, 0.10, 0.04, 0.07, 0.05, 0.10, 0.11, 0.12, 0.12, 0.09, 0.10, 0.05, 0.10, 0.06, 0.05, 0.08, 0.10, 0.09, 0.06, 0.10, 0.07, 0.05, 0.03, 0.10, -0.06, -0.26, -0.18, -0.01, -0.04, -0.05, -0.05, -0.06, -0.21, -0.05, -0.07, -0.05, -0.06, -0.04, 0.12, 0.12, 0.12, 0.11, 0.07, 0.09, 0.11, 0.12, 0.12, 0.13, 0.68, -0.85, 0.66, 0.03, 0.01],
  "homo_ha": -0.474,
  "relative_energy_kcal_mol": 5.6,
  "mol_weight_g_mol": 920.866,
  "charge": 2,
  "gap_ev": 6.8,
  "multiplicity": 1
}